# 1
Density functional theory data (wB97M-V/def2-TZVPD) for a 6-piece molecular cluster, C33H53NO13S5 overall.

Multiplicity ... 1
LUMO level ... -0.4 eV
DFT total energy ... -117348.98795 eV
SMILES ... Cc1cccc(C[C@@H]2C[C@@H](N=C=O)OC2=O)c1.O=S1(=O)CCCC1.O=S1(=O)CCCC1.O=S1(=O)CCCC1.O=S1(=O)CCCC1.O=S1(=O)CCCC1
Charge ... 0
Molecular weight ... 832.12 g/mol
Gap between HOMO and LUMO ... 7.26 eV

Atoms and positions in Å:
S: -4.96614 0.94506 -0.76586
S: -3.95877 -4.07554 -0.89995
S: 3.50544 3.28960 -4.63052
S: -4.71899 -2.67393 4.83360
S: 6.49501 -3.72936 -1.53149
O: 6.87725 -4.70191 -2.53572
O: -3.80194 -3.05256 0.11250
O: 2.47334 -0.54054 1.25624
O: 5.37247 -2.83245 -1.70926
O: 2.08124 3.07750 -4.78150
O: -5.80732 -0.06473 -1.37320
O: 6.10920 2.62804 0.82647
O: -4.33675 -3.64649 3.82937
O: -2.82568 -4.71363 -1.53978
O: 0.54571 0.92753 1.39412
O: -4.23230 1.91773 -1.55063
O: -5.84153 -1.77703 4.65583
O: 4.30731 2.53081 -3.69154
N: 4.18440 0.95612 1.74489
C: 3.79659 5.03390 -4.37691
C: 2.45174 1.31040 -0.52066
C: 1.67421 0.62233 0.74818
C: 0.62335 6.05247 1.96349
C: 7.86868 -2.66901 0.42235
C: -2.11929 4.07188 -0.81102
C: -3.84681 0.14299 0.37232
C: -1.64930 5.10398 0.37388
C: -3.34532 -1.61358 6.78744
C: -5.04420 -5.33764 -0.26389
C: 6.32257 -4.55000 0.04600
C: -4.22770 0.63814 1.76653
C: -6.43778 -4.86266 -0.64741
C: -5.71394 0.99149 1.73762
C: 3.57492 0.12295 -0.78958
C: 0.95632 3.97136 0.03686
C: 5.33147 1.62837 1.32759
C: -5.91964 1.80599 0.46915
C: 4.57448 5.51937 -5.59890
C: -4.89143 -3.49457 6.41109
C: -6.32067 -4.35094 -2.08234
C: -1.15115 2.98050 -1.58334
C: 4.26406 3.19514 -6.24024
C: -3.28725 -1.70682 5.26998
C: 4.19346 4.61857 -6.77278
C: -0.04463 5.05926 0.79782
C: -3.72719 -3.01075 7.27396
C: 1.54590 1.85772 -1.77454
C: 3.87057 -0.20719 0.82280
C: 7.92675 -2.76224 -1.09511
C: 0.42634 2.91460 -1.13658
C: 7.48681 -4.06617 0.90887
C: -5.07636 -3.46741 -2.15407
H: -2.87169 -3.68606 7.15147
H: -4.11480 -0.89347 7.09041
H: 4.59410 0.43634 -1.31017
H: 5.30186 2.87708 -6.10291
H: 3.17166 4.84770 -7.09815
H: -6.75070 -4.04466 0.01243
H: -3.99562 -3.01046 8.33502
H: -0.18407 6.71325 2.49752
H: 1.20129 5.41715 2.78961
H: -4.59363 -3.53111 -3.13256
H: 2.09062 4.00179 0.38680
H: -7.17421 -5.66702 -0.56191
H: 3.19757 -0.92414 -1.18663
H: -3.64455 1.53405 2.01190
H: -2.39005 5.84709 0.90756
H: -6.01576 1.55098 2.62785
H: 3.16550 2.24281 -0.32312
H: 6.35437 -5.63237 -0.10224
H: 4.36087 6.57177 -5.81040
H: -5.85475 -3.20535 6.84007
H: 1.06582 1.02082 -2.43816
H: 8.81430 -3.31207 -1.42220
H: -3.98586 -0.93762 0.27954
H: 7.88460 -1.78911 -1.58726
H: 2.82613 5.53133 -4.29669
H: -3.32940 -0.73368 4.77783
H: 1.44035 6.76142 1.46482
H: 4.62017 -1.08178 1.03353
H: 5.65125 5.43432 -5.40844
H: -2.81774 0.40928 0.11808
H: -5.31165 -2.42513 -1.92178
H: -6.20865 -5.20200 -2.76504
H: -3.25658 4.08844 -1.16354
H: 8.34231 -4.74149 0.78638
H: 2.28316 2.47093 -2.47531
H: -4.79601 -6.27702 -0.76690
H: -4.90678 -5.44038 0.81385
H: -1.52075 2.25802 -2.43034
H: -6.96487 1.86430 0.16080
H: -6.31155 0.07305 1.69538
H: 7.21838 -4.06589 1.96993
H: -2.39004 -1.28454 7.20671
H: 8.82396 -2.33997 0.84162
H: -4.85963 -4.57694 6.26286
H: 4.86088 4.76140 -7.62764
H: 3.72972 2.47622 -6.86363
H: -5.50092 2.81129 0.57443
H: -7.21474 -3.79942 -2.38954
H: -4.00585 -0.11635 2.52772
H: 7.09921 -1.94890 0.72531
H: 4.36574 5.17686 -3.45488
H: -2.39970 -2.25664 4.94290
H: 5.35925 -4.26078 0.47498


# 2
Density functional theory data (wB97M-V/def2-TZVPD) for a 4-piece molecular cluster, C33H54BrCl2N2O13PS4 overall.

Multiplicity ... 1
LUMO level ... 0.2 eV
DFT total energy ... -212407.93599 eV
SMILES ... N=[PH2][C@@]1(Cl)[C@@](CC(=O)O)(CC(=O)Br)[C@@](CCCN)(COc2ccccc2)[C@@H](CCCCl)OS1(=O)=O.O=S1(=O)CCCC1.O=S1(=O)CCCC1.O=S1(=O)CCCC1
Charge ... 0
Molecular weight ... 996.85 g/mol
Gap between HOMO and LUMO ... 8.28 eV

Atoms and positions in Å:
Br: -2.45900 -0.85215 1.00675
Cl: 4.89679 1.82474 -4.71959
Cl: 2.93827 -0.88713 4.14949
S: -5.53015 -1.59978 -7.03760
S: 2.06769 -1.76411 7.60166
S: -2.10407 -3.06640 -2.94106
S: 4.02222 1.05049 2.35079
P: 1.58587 1.72193 4.11119
O: -1.95856 -1.64467 -2.70579
O: 5.10836 0.27768 2.84765
O: 4.03071 0.82305 0.78162
O: 3.39093 -2.23911 -0.30098
O: -0.85124 -2.52137 2.38613
O: 4.12796 2.44100 2.67567
O: 4.23615 -2.28811 1.75108
O: -5.44006 -1.84483 -5.61689
O: 0.84220 -1.28857 7.01786
O: -5.42192 -2.67492 -7.98775
O: -0.97570 -3.95118 -2.80665
O: 1.82555 3.03537 1.40343
O: 3.34886 -1.47630 7.01647
N: -1.59384 1.29998 -2.26703
N: 0.78136 1.28544 5.38653
C: 3.30426 -2.04831 1.06547
C: -6.57827 0.79586 -7.22289
C: -0.17175 1.43816 -2.54832
C: -3.89708 -4.43279 -4.27260
C: 0.09906 -0.35099 2.54760
C: 2.39261 0.38183 3.04204
C: 1.43010 4.96608 -0.04203
C: 0.59527 0.27958 -1.90991
C: 1.90804 -1.67416 1.50845
C: -7.01751 -0.65920 -7.35708
C: -3.46293 -3.69732 -1.95040
C: 2.86299 0.84184 -0.07422
C: 3.09792 2.01605 -1.02406
C: 1.47905 0.71568 0.57403
C: 1.19056 6.33184 -0.15196
C: 1.43694 5.16706 2.34788
C: -0.89035 -1.39716 2.07983
C: 4.16679 1.70402 -2.10909
C: 1.96396 -2.64144 10.11870
C: 3.57083 1.74297 -3.50076
C: 2.52758 -3.76351 9.23585
C: 0.90270 2.11954 0.84250
C: 1.94200 -3.53379 7.84591
C: 1.20835 6.53342 2.23326
C: -4.37102 -0.29350 -7.46744
C: 1.55137 4.36778 1.20822
C: 1.50500 -0.21850 1.85249
C: -2.87370 -3.33504 -4.52943
C: 0.42215 0.13480 -0.39393
C: 1.09068 7.13739 0.98360
C: -4.57217 -4.06954 -2.94458
C: -5.22307 0.89302 -7.93714
C: 2.11670 -1.32580 9.34354
H: 0.32618 -0.71040 3.54825
H: 0.11922 -0.59582 -2.34107
H: 0.02466 1.33751 -3.62435
H: 3.01959 0.84688 -3.75095
H: 3.07661 -0.85100 9.53560
H: 3.61651 -3.69207 9.19690
H: -2.13404 2.01805 -2.73210
H: -7.33604 -0.88677 -8.37367
H: 1.14862 7.14347 3.12125
H: 0.93119 8.19809 0.89603
H: 1.25665 -2.08702 0.74741
H: -5.37499 0.83299 -9.01625
H: -5.23264 -3.21468 -3.09869
H: 0.88503 -3.79569 7.81103
H: 0.20641 2.42076 -2.26781
H: 2.26886 -4.74950 9.61878
H: 2.48262 -4.04669 7.05384
H: 2.95792 -0.03020 -0.71373
H: -3.09561 -4.56407 -1.40478
H: 1.31009 -0.62757 9.55045
H: 0.24996 -0.91747 -0.20964
H: -3.36176 -2.40880 -4.82168
H: 0.56043 2.50969 -0.11193
H: 0.75343 0.28057 5.52691
H: 3.47097 2.85236 -0.44439
H: 2.63996 2.55183 4.51256
H: 4.18578 -1.77675 -0.59353
H: 1.09969 6.80133 -1.12035
H: 4.60402 0.73578 -1.88760
H: 1.68758 -2.29316 2.37124
H: 4.92595 2.47512 -2.07513
H: 1.60984 0.24542 -2.28862
H: -7.31293 1.47358 -7.65395
H: -4.61576 -4.50030 -5.08687
H: -5.17893 -4.88891 -2.56223
H: -3.79893 -0.05122 -6.57343
H: 0.90745 -2.83145 10.31738
H: -3.70578 -0.65913 -8.24516
H: 0.71922 2.47481 3.31084
H: -3.77398 -2.92602 -1.25012
H: -1.93498 0.41352 -2.62685
H: -7.78841 -0.95059 -6.64779
H: 2.95054 2.61586 -3.66159
H: -0.00446 2.09251 1.44694
H: -2.11452 -3.61016 -5.25881
H: 1.51862 4.37951 -0.94357
H: -0.43496 0.58383 2.67188
H: -6.46032 1.05323 -6.16819
H: 1.55238 4.72369 3.32446
H: -4.72402 1.83794 -7.72958
H: -0.52501 0.61300 -0.16971
H: 2.47310 -2.58942 11.07976
H: 2.18699 2.35486 -1.50170
H: -3.39347 -5.39824 -4.18215


# 3
Density functional theory data (wB97M-V/def2-TZVPD) for C33H54Cl2N2O2P2Pb as an isolated structure.

Multiplicity ... 1
LUMO level ... -0.6 eV
DFT total energy ... -91038.32905 eV
Charge ... 0
Molecular weight ... 850.86 g/mol
Gap between HOMO and LUMO ... 7.22 eV

Atoms and positions in Å:
Pb: 1.15527 -0.96475 -1.09515
Cl: 1.41272 0.57985 0.61644
Cl: 0.87659 -2.60036 -2.90052
P: 0.40030 0.63194 -2.68296
P: 1.86746 -2.81573 0.21245
O: -3.32052 0.40398 -0.37667
O: -0.79002 -1.22124 2.75506
N: -1.22694 -0.35942 0.51908
N: -2.28364 0.18494 2.64758
C: 1.69107 -2.02622 2.95010
C: -5.18413 2.01897 2.14455
C: -0.85035 -3.25797 0.96455
C: -3.59835 2.30866 3.95386
C: 3.89205 -4.86927 0.23902
C: -0.13659 2.32951 -2.12514
C: 3.11752 1.14989 -3.38640
C: 3.87227 -1.63707 1.74669
C: -1.23534 2.21338 -1.07411
C: 2.64980 -2.53844 1.88349
C: -2.50471 0.34858 0.51833
C: -1.57306 2.35623 2.02367
C: -4.55169 2.91239 4.75122
C: -5.83558 3.08078 4.26015
C: -1.05979 0.02971 -3.72056
C: 1.74841 0.82334 -3.97243
C: 0.62480 3.16527 2.82922
C: 4.07564 -3.19112 -1.59040
C: 1.43697 1.74471 -5.14156
C: -2.68435 1.21671 1.86539
C: 3.10870 -3.93081 -0.67511
C: -0.87941 4.70088 1.75567
C: -6.15380 2.63825 2.96668
C: -1.34539 -0.47466 1.99870
C: 1.00026 3.22519 -1.65145
C: 0.64211 -5.25267 1.17646
C: -3.88281 1.84216 2.62523
C: 0.39308 -3.95506 0.42331
C: 0.35151 4.43797 2.35358
C: -0.31732 2.14844 2.68526
C: -1.83570 3.68240 1.60862
C: -2.04856 -0.84605 -2.96250
C: -1.81690 1.13149 -4.45733
H: -4.28349 3.25051 5.74889
H: -1.69958 -3.49016 0.32194
H: 1.23364 -5.96158 0.60530
H: 1.09167 5.22092 2.46489
H: -1.10173 -3.59717 1.96560
H: -2.99216 -0.87338 -3.50974
H: 1.16627 -1.13159 2.63373
H: -0.31320 -5.73303 1.39118
H: -1.09173 5.70068 1.40377
H: -1.68780 -1.86304 -2.87077
H: -0.56785 -0.60832 -4.45557
H: -7.15908 2.78654 2.60648
H: -0.56851 2.78969 -3.01407
H: 4.75711 -2.18066 1.42765
H: -5.44718 1.69426 1.15016
H: -2.39780 0.68241 -5.26346
H: -6.57447 3.55938 4.89085
H: 4.32145 -5.67085 -0.36259
H: -0.94667 1.53330 -0.27997
H: 0.72704 1.30946 -5.83826
H: 1.57006 3.62918 -2.48226
H: 0.58267 4.07144 -1.10412
H: 1.57166 2.95869 3.31690
H: -0.01827 1.20636 3.11027
H: 2.61945 -0.98806 -1.80755
H: -2.42189 0.09437 3.67035
H: 2.45910 -4.52815 -1.31575
H: 3.87309 0.53575 -3.87647
H: 4.89460 -3.86074 -1.85783
H: 3.39164 2.18852 -3.54903
H: 0.95889 -2.77712 3.22977
H: 4.72122 -4.35692 0.72222
H: 1.04962 2.70840 -4.81164
H: 0.20196 -4.19654 -0.62446
H: -2.78116 3.92452 1.14334
H: 1.67973 2.70554 -0.98516
H: 2.99235 -3.52473 2.19752
H: 2.25789 -1.77716 3.84819
H: -0.74190 -2.17738 0.98978
H: 4.09795 -1.18426 2.71292
H: 4.51035 -2.31635 -1.11224
H: 1.13554 -5.08390 2.13328
H: -2.60776 2.21171 4.38976
H: 3.69257 -0.83970 1.03361
H: -1.17826 1.88616 -4.90303
H: 3.16928 0.94778 -2.32019
H: -2.52241 1.63771 -3.80219
H: 3.59212 -2.87536 -2.50667
H: 2.35326 1.94274 -5.69906
H: 3.29299 -5.33497 1.01402
H: -1.41818 3.19350 -0.63199
H: 1.78862 -0.20297 -4.34360
H: -2.25860 -0.46442 -1.96598
H: -2.17570 1.86421 -1.49077


# 4
Density functional theory data (wB97M-V/def2-TZVPD) for a 10-piece molecular cluster, C33H54Cl6F16O7 overall.

Multiplicity ... 1
LUMO level ... 0.2 eV
DFT total energy ... -168040.36789 eV
SMILES ... FC(F)C(F)(F)COC(F)(F)C(F)F.FC(F)C(F)(F)COC(F)(F)C(F)F.C1CCOC1.C1CCOC1.C1CCOC1.C1CCOC1.C1CCOC1.ClCCl.ClCCl.ClCCl
Charge ... 0
Molecular weight ... 1079.47 g/mol
Gap between HOMO and LUMO ... 9.68 eV

Atoms and positions in Å:
Cl: 1.69197 -3.42595 2.98742
Cl: 2.18826 -2.44283 -0.58947
Cl: 0.13918 -4.48666 -0.35639
Cl: 5.59861 0.76800 -1.78608
Cl: 2.69488 1.43246 -2.09936
Cl: -0.89056 -3.70460 4.40711
F: -2.12639 -4.46507 -6.41251
F: -0.75387 1.40661 -3.01168
F: -4.37018 -3.18203 -2.91712
F: -2.54361 -1.60511 -2.44712
F: -2.95466 -0.11875 -3.99094
F: -5.31503 -3.90446 0.90046
F: -5.10057 -0.40554 -1.62428
F: -2.36651 0.97756 -1.57439
F: -1.27299 -5.91179 -4.93235
F: -4.42761 -6.49140 1.12466
F: -6.29018 -2.11154 -3.32142
F: -3.33708 -4.10167 1.73400
F: -4.66113 -5.91234 -1.01594
F: -6.22916 -1.72204 -0.31128
F: 0.35356 -3.53457 -5.34626
F: -0.51500 -3.74063 -3.36331
O: -3.54252 -3.47325 -0.43581
O: -1.48059 -2.37779 -4.85761
O: -0.67965 5.71911 -0.81077
O: 5.92597 2.90457 1.88684
O: 6.57913 -1.14512 3.47642
O: -0.16638 -0.38178 1.26402
O: -5.43492 -0.57532 2.33050
C: -4.04165 -4.22846 0.58621
C: -1.12449 0.59180 0.86917
C: -1.80312 6.21130 -2.85721
C: 1.71631 -4.09039 -1.07318
C: 6.62432 -0.46518 1.25336
C: -3.70563 -0.26158 3.93141
C: -5.19741 -1.68751 -1.17345
C: 7.41974 -0.50591 2.53571
C: -4.87586 0.71196 2.12203
C: -1.37908 0.43971 -2.32556
C: 3.97319 0.71615 -1.10260
C: 6.16617 4.02183 1.04254
C: 4.77344 3.15766 2.66951
C: -1.77130 -4.66754 -5.13087
C: -3.91020 -2.10837 -0.42434
C: -0.95059 -1.23380 -4.24895
C: -0.30868 1.82733 0.65260
C: -1.95467 -0.68195 -3.21877
C: -5.47958 -2.64187 -2.36976
C: -4.90535 -1.12694 3.55235
C: -0.82051 -3.56342 -4.67139
C: 0.86880 1.67077 1.59474
C: -0.00801 -2.85738 3.09759
C: 1.12566 0.15853 1.46403
C: 5.81320 -1.74529 1.33194
C: -1.35261 4.74545 -2.86986
C: -3.96209 -5.68717 0.12923
C: -4.08851 1.09372 3.36349
C: 4.85252 4.76277 0.92263
C: -0.37472 4.65123 -1.70038
C: 4.18414 4.48874 2.26442
C: -1.13276 6.80210 -1.59816
C: 5.44060 -1.73936 2.79502
H: 5.08279 3.18597 3.72680
H: -0.69789 -0.09878 -1.64924
H: -2.92889 -5.98824 -0.08761
H: 8.36865 -1.03385 2.37589
H: -3.93025 -1.66893 0.58073
H: -1.84757 0.76661 1.67357
H: -5.66720 -1.06440 4.33655
H: -3.44477 -0.26067 4.98880
H: -6.09029 -3.45096 -1.93874
H: 6.90819 4.67928 1.52062
H: 4.07108 2.31576 2.69945
H: -1.74811 7.47946 -1.01211
H: 6.40268 -2.65267 1.19459
H: -4.68372 1.62238 4.10743
H: -2.80408 -0.64973 3.44116
H: -0.76995 4.53222 -3.76323
H: 4.60436 -1.10353 3.09745
H: -5.64094 1.46931 1.93269
H: -4.20508 0.64833 1.25474
H: -1.51867 6.74916 -3.76305
H: 5.09183 5.79175 0.64944
H: 6.61021 3.74061 0.08630
H: 1.68623 2.36885 1.42092
H: 5.27089 -2.75966 3.14165
H: -2.23132 4.12222 -2.71549
H: -0.28969 3.72583 -1.13413
H: 7.26207 -0.36991 0.37069
H: 4.09485 1.21192 -0.14150
H: 0.17570 1.84531 -0.33491
H: 0.54360 1.85655 2.62701
H: -0.66043 -0.48628 -4.98337
H: 0.00383 -1.84605 3.48752
H: -0.01033 -1.44311 -3.72268
H: -1.69388 0.33626 -0.02749
H: 4.30476 4.35342 0.06823
H: -0.55040 -2.86216 2.16036
H: 1.62822 -0.22922 2.35168
H: 3.11021 4.34643 2.12341
H: 4.33179 5.31524 2.95625
H: -2.64685 -4.60480 -4.47063
H: 7.71857 0.52199 2.76643
H: -3.23856 1.66986 2.99593
H: -4.70765 -2.18864 3.41106
H: -3.04724 -1.53984 -0.78133
H: 2.49723 -4.71661 -0.66109
H: -2.88552 6.35222 -2.84540
H: 4.92588 -1.73601 0.69933
H: -0.81898 2.78782 0.74567
H: -0.26218 7.36517 -1.96252
H: 0.62978 4.83792 -2.11152
H: 1.63811 -4.11322 -2.15219
H: 1.85262 0.00739 0.65631
H: 5.99092 0.42331 1.18032
H: 3.69104 -0.30834 -0.89158